1.
C36H38CrN7O | the ωB97M-V functional and the def2-TZVPD basis

```
83
Properties=species:S:1:pos:R:3
Cr 0.78 -1.12 0.50
C 3.72 1.44 2.07
C 2.75 2.51 1.58
C 1.33 2.00 1.20
N 1.01 0.67 1.71
C 0.70 0.55 2.96
C 0.69 1.65 3.91
C -0.07 1.78 5.01
C -1.03 0.88 5.57
C -1.19 -0.42 5.26
C -0.45 -1.21 4.32
C 0.42 -0.82 3.35
N -0.69 -2.26 1.26
C -1.41 -3.33 0.60
C -1.60 -3.00 -0.87
C -0.30 -3.19 -1.63
N 0.83 -2.48 -1.05
C 2.03 -2.76 -1.52
C 2.25 -3.69 -2.57
C 3.41 -4.28 -3.04
C 4.73 -4.10 -2.65
C 5.18 -3.15 -1.75
C 4.47 -2.17 -1.07
C 3.10 -1.89 -0.97
N 2.63 -0.80 -0.36
C 3.54 0.33 -0.30
C 4.37 0.58 0.97
H 3.21 0.80 2.80
H 4.52 1.94 2.62
H 3.17 3.03 0.71
H 2.65 3.27 2.35
H 1.22 1.95 0.11
H 0.59 2.72 1.55
H 1.34 2.48 3.68
H 0.04 2.72 5.55
H -1.65 1.28 6.37
H -1.93 -0.97 5.82
H -0.65 -2.27 4.33
H -2.38 -3.52 1.09
H -0.83 -4.26 0.67
H -1.99 -1.99 -0.99
H -2.35 -3.67 -1.30
H -0.43 -2.88 -2.67
H -0.10 -4.27 -1.64
H 1.36 -4.03 -3.06
H 3.25 -5.01 -3.82
H 5.47 -4.74 -3.11
H 6.25 -3.15 -1.57
H 5.10 -1.52 -0.47
H 2.96 1.23 -0.52
H 4.24 0.24 -1.14
H 5.28 1.09 0.65
H 4.69 -0.38 1.40
N -3.84 2.62 -3.50
C -4.95 3.42 -3.71
C -5.53 3.95 -4.85
C -6.66 4.72 -4.67
C -7.19 4.96 -3.39
C -6.61 4.43 -2.26
C -5.47 3.64 -2.42
N -4.70 2.99 -1.48
C -3.75 2.40 -2.15
C -2.69 1.58 -1.55
C -2.81 1.16 -0.23
C -1.81 0.40 0.33
N -0.72 0.03 -0.35
C -0.59 0.43 -1.62
C -1.55 1.20 -2.25
H -3.27 2.20 -4.22
H -5.12 3.77 -5.84
H -7.14 5.16 -5.53
H -8.07 5.57 -3.30
H -7.01 4.61 -1.27
H -3.69 1.44 0.34
H -1.87 0.02 1.34
H 0.31 0.12 -2.13
H -1.38 1.51 -3.28
C 2.41 -2.26 2.78
C 1.02 -1.82 2.40
O 0.15 -2.92 2.28
H 2.39 -2.88 3.68
H 3.06 -1.40 2.97
H 2.86 -2.85 1.98
```

Properties
* LUMO (spin up / spin down): -0.3 / -0.3 eV
* E_tot: -78844.5648 eV
* spin multiplicity: 2



2.
H8OSi4 | the ωB97M-V functional and the def2-TZVPD basis

```
13
Properties=species:S:1:pos:R:3
O 1.54 -0.49 0.63
Si 0.04 -1.11 0.72
Si 2.42 0.67 0.00
Si -1.48 0.04 -0.79
Si -3.51 0.21 0.29
H 0.40 -2.36 0.24
H -0.26 -1.19 2.16
H 3.30 0.80 1.01
H 2.89 0.46 -1.28
H -0.52 0.45 -1.78
H -2.13 -1.16 -1.51
H -4.14 1.82 0.43
H 1.44 1.85 -0.11
```

Properties
* LUMO: -1.5 eV
* E_tot: -33684.7789 eV



3.
C60H105N15 | the ωB97M-V functional and the def2-TZVPD basis

```
180
Properties=species:S:1:pos:R:3
C -26.56 -6.32 10.60
C -26.99 -5.55 11.84
C -27.39 -4.09 11.60
C -28.35 -3.89 10.52
N -29.14 -3.71 9.70
H -26.49 -7.38 10.83
H -25.55 -6.04 10.28
H -27.22 -6.21 9.74
H -26.16 -5.55 12.55
H -27.80 -6.06 12.37
H -26.50 -3.50 11.36
H -27.83 -3.67 12.51
C -25.10 -4.04 7.53
C -24.93 -2.75 6.75
C -25.80 -2.69 5.49
C -25.64 -1.39 4.82
N -25.52 -0.35 4.36
H -26.12 -4.29 7.82
H -24.49 -4.01 8.44
H -24.70 -4.88 6.96
H -23.88 -2.70 6.44
H -25.03 -1.83 7.33
H -26.87 -2.82 5.70
H -25.50 -3.49 4.82
C -23.46 -2.67 11.25
C -23.45 -1.17 11.38
C -23.65 -0.36 10.11
C -22.70 -0.66 9.06
N -21.95 -0.89 8.22
H -23.18 -3.13 12.19
H -22.72 -3.04 10.53
H -24.44 -3.02 10.91
H -22.52 -0.88 11.88
H -24.21 -0.84 12.09
H -23.55 0.70 10.35
H -24.67 -0.51 9.73
C -20.88 -0.53 17.46
C -20.88 0.98 17.18
C -22.16 1.49 16.50
C -22.60 0.65 15.40
N -22.99 0.02 14.53
H -19.85 -0.85 17.64
H -21.18 -1.10 16.57
H -21.46 -0.81 18.34
H -20.08 1.12 16.46
H -20.68 1.53 18.10
H -21.99 2.48 16.08
H -22.99 1.54 17.22
C -18.66 2.33 8.83
C -18.62 0.79 8.80
C -17.50 0.24 7.93
C -17.53 0.74 6.56
N -17.56 1.10 5.48
H -19.64 2.59 9.24
H -18.56 2.76 7.84
H -17.89 2.72 9.50
H -19.59 0.41 8.46
H -18.50 0.42 9.82
H -17.52 -0.86 7.86
H -16.52 0.49 8.35
C -19.92 5.77 10.33
C -21.18 6.35 10.94
C -22.49 5.81 10.37
C -22.50 4.35 10.35
N -22.49 3.20 10.31
H -19.77 4.73 10.63
H -19.04 6.30 10.68
H -19.94 5.81 9.24
H -21.19 7.44 10.82
H -21.14 6.24 12.03
H -22.61 6.18 9.35
H -23.31 6.13 11.01
C -23.55 -8.65 14.50
C -23.35 -9.36 13.18
C -22.53 -8.55 12.18
C -22.94 -7.15 12.13
N -23.29 -6.06 12.09
H -24.10 -9.29 15.19
H -24.04 -7.68 14.40
H -22.59 -8.50 14.99
H -24.35 -9.57 12.75
H -22.91 -10.34 13.36
H -22.62 -8.92 11.16
H -21.48 -8.62 12.45
C -25.07 -3.04 14.58
C -25.60 -3.93 15.71
C -27.13 -3.84 15.86
C -27.66 -2.52 16.25
N -28.08 -1.49 16.54
H -25.52 -3.31 13.62
H -23.99 -3.08 14.52
H -25.26 -2.00 14.84
H -25.13 -3.62 16.64
H -25.35 -4.97 15.50
H -27.52 -4.56 16.58
H -27.59 -4.06 14.89
C -18.30 0.37 13.75
C -19.47 0.22 12.78
C -19.86 1.54 12.11
C -20.32 2.54 13.08
N -20.65 3.29 13.88
H -17.75 -0.56 13.88
H -18.63 0.76 14.72
H -17.64 1.16 13.39
H -20.33 -0.27 13.26
H -19.21 -0.51 12.01
H -20.68 1.37 11.41
H -19.02 1.94 11.56
C -27.26 0.79 13.69
C -27.95 0.06 12.56
C -29.33 -0.50 12.90
C -30.18 0.51 13.51
N -30.85 1.31 14.00
H -26.34 1.24 13.30
H -26.94 0.13 14.50
H -27.87 1.62 14.05
H -27.31 -0.76 12.20
H -28.06 0.75 11.72
H -29.25 -1.32 13.61
H -29.83 -0.88 12.01
C -21.25 -3.94 14.02
C -19.94 -3.58 14.69
C -18.94 -4.73 14.64
C -19.44 -5.91 15.35
N -19.85 -6.83 15.90
H -21.78 -4.72 14.56
H -21.06 -4.32 13.01
H -21.84 -3.04 13.86
H -20.11 -3.23 15.71
H -19.50 -2.71 14.19
H -17.98 -4.43 15.05
H -18.80 -5.04 13.61
C -21.67 2.19 4.24
C -22.79 2.18 5.24
C -22.33 2.27 6.70
C -21.63 3.51 7.02
N -21.03 4.47 7.23
H -22.06 2.09 3.23
H -20.99 1.35 4.42
H -21.07 3.10 4.31
H -23.38 1.26 5.16
H -23.55 2.94 5.05
H -21.65 1.45 6.92
H -23.20 2.19 7.35
C -27.99 3.83 8.36
C -27.22 2.69 9.04
C -25.80 3.13 9.40
C -25.75 4.24 10.34
N -25.72 5.11 11.08
H -27.44 4.14 7.47
H -28.02 4.72 9.00
H -28.99 3.54 8.05
H -27.14 1.87 8.33
H -27.73 2.38 9.95
H -25.21 3.33 8.50
H -25.26 2.30 9.87
C -20.74 -5.98 9.54
C -21.11 -5.03 8.42
C -20.14 -3.86 8.38
C -20.07 -3.14 9.66
N -20.04 -2.58 10.65
H -20.80 -5.43 10.48
H -19.68 -6.28 9.49
H -21.35 -6.88 9.57
H -22.11 -4.65 8.67
H -21.14 -5.50 7.44
H -20.49 -3.09 7.68
H -19.15 -4.19 8.08
C -28.72 0.65 6.13
C -29.45 -0.67 6.35
C -29.46 -1.20 7.80
C -28.15 -1.10 8.45
N -27.13 -0.98 8.99
H -29.10 1.49 6.72
H -28.84 0.87 5.07
H -27.64 0.60 6.31
H -29.01 -1.42 5.68
H -30.50 -0.55 6.09
H -29.77 -2.24 7.83
H -30.12 -0.60 8.42
```

Properties
* LUMO: 0.2 eV
* E_tot: -86273.5635 eV



In kJ/mol, the relative energy (zero: lowest compared OMol25 entry of this formula, charge and spin) values for the records above are, in order, 269.7; 57.6; 68.1.
In eV/Å, the F_max values for the records above are, in order, 0.2; 3.6; 1.3.